Entry 1:
A cluster of 2 separate species, C6H10N3O2S in total at a distorted geometry, computed with ωB97M-V/def2-TZVPD.

The geometry in XYZ format:
```
22
Properties=species:S:1:pos:R:3:forces:R:3
C 3.76353 -1.13534 0.66359 -3.935 2.432 -0.327
C 2.75108 -0.40932 0.68957 5.814 -4.534 -0.126
C -0.59752 -0.12004 1.13192 -2.397 1.125 -1.255
C -1.37399 0.65010 -0.79642 1.347 -3.853 4.657
C -1.11255 -1.51717 -2.33892 -2.770 0.788 -1.968
C 1.66322 0.44370 0.85796 0.954 2.941 1.601
N -1.66978 -0.60689 1.74844 1.000 0.244 -0.356
N -1.20632 1.90941 -0.72416 0.807 0.221 -1.914
N 0.59923 -0.13415 1.64854 -0.653 0.372 -1.640
O -0.28395 2.48043 0.10134 -0.055 0.022 0.826
O -1.65078 2.54557 -1.64973 -0.833 2.375 -0.820
S -2.38323 -0.55055 -1.40258 0.101 1.057 -0.625
H 4.52179 -1.84790 0.43106 0.165 0.093 0.206
H -0.92013 -2.29671 -1.65900 1.433 -0.849 0.390
H -0.43123 -0.77901 -2.75479 0.615 -0.579 0.526
H -1.68399 -1.92982 -3.23562 0.683 0.362 1.214
H 1.30193 0.73442 -0.09946 -0.572 0.329 -0.554
H 2.11439 1.39723 1.37341 -1.224 -1.452 -0.788
H -2.53859 -0.28675 1.31922 0.070 -0.836 0.706
H -1.60046 -1.08037 2.66007 -0.536 0.442 -0.659
H -0.09129 3.36223 -0.28164 -0.467 -0.246 -0.161
H 0.82863 -0.82907 2.31721 0.450 -0.454 1.066
```
Forces are in eV/Å.

Output
* total charge: +1
* gap between HOMO and LUMO: 0.33073 hartree
* max |F|: 7.4 eV/Å
* electronic energy: -947.00301 Ha
* LUMO: -4.1 eV
* E_HOMO: -13.139 eV
* energy relative to the best compared isomer or geometry (same formula, charge and spin): 771.3 kJ/mol

These are the Mulliken partial charges, in e, on atoms 1 to 5: -0.049 -0.837 0.311 -0.264 -0.808

---

Entry 2:
A cluster of 2 separate species, C6H10N3S in total at a distorted geometry, computed with ωB97M-V/def2-TZVPD.

The geometry in XYZ format:
```
20
Properties=species:S:1:pos:R:3:forces:R:3
C -2.99674 -0.15867 -0.01307 -0.573 -1.104 0.439
C -1.65558 -0.32535 0.10617 -1.365 0.151 -1.557
C -2.39342 1.38572 1.31900 0.132 1.403 1.615
C 2.27497 1.09800 -0.61685 1.355 1.809 -2.229
C 0.13654 1.04816 0.76106 -3.394 -1.849 0.708
C 0.88436 2.02341 1.23218 2.053 2.929 0.370
N -3.43649 0.76211 0.90939 -0.244 1.381 -0.636
N -1.23127 0.77233 0.89792 1.675 -0.682 -0.830
N 1.83455 -3.39670 -1.37224 -0.301 -0.040 1.431
S 2.58257 2.06124 0.66603 -1.764 -1.809 0.206
H -3.77897 -0.57000 -0.66295 0.844 -0.449 0.408
H -1.03788 -1.00241 -0.49638 0.114 0.623 0.640
H -2.39583 2.27918 1.98208 0.117 -0.980 -0.524
H 3.09028 0.62808 -1.17436 -0.080 -0.103 0.509
H 1.40185 1.34055 -1.24884 0.248 -0.748 0.782
H 0.43741 0.16282 0.22038 1.311 0.247 0.254
H 0.64575 2.94355 1.79047 -0.400 -0.929 -0.175
H 2.57431 -3.47829 -2.04208 -0.346 -0.064 -0.933
H 0.86157 -3.62036 -1.68620 1.848 -0.235 0.334
H 2.20201 -3.95338 -0.57169 -1.230 0.450 -0.811
```
Forces are in eV/Å.

Output
* total charge: +1
* gap between HOMO and LUMO (spin up / spin down): 0.22042 / 0.22030 hartree
* max |F|: 3.9 eV/Å
* electronic energy: -796.68069 Ha
* LUMO (spin up / spin down): -6.8 / -6.8 eV
* E_HOMO (spin up / spin down): -12.772 / -12.772 eV
* energy relative to the best compared isomer or geometry (same formula, charge and spin): 402.4 kJ/mol

These are the Mulliken partial charges, in e, on atoms 1 to 5: -0.403 -0.352 0.082 -0.487 -0.288